8
Properties=species:S:1:pos:R:3 method="wB97M-V/def2-TZVPD" gap_ha=0.3904 spin_multiplicity=1 e_above_lowest_kcal_mol=0.00 e_homo_ev=-10.47 e_tot_ev=-11661.834 largest_force_ev_per_a=3.31
C 0.15696 0.90195 0.05963
H -2.06579 -0.29204 -0.12422
N -0.22869 -0.43370 0.17322
N 0.83612 -1.27980 -0.02512
N 1.87570 -0.51623 -0.06992
O -1.46224 -1.01355 -0.01786
O 1.48744 0.80552 0.05941
O -0.59949 1.82784 -0.05515

---

33
Properties=species:S:1:pos:R:3 method="wB97M-V/def2-TZVPD" gap_ha=0.3396 spin_multiplicity=1 e_above_lowest_kcal_mol=234.43 e_homo_ev=-8.83 e_tot_ev=-32182.428 largest_force_ev_per_a=16.11
C -3.01908 -0.25870 -2.61285
C -2.29662 -0.41251 -1.35142
O -1.42495 -1.19544 -1.38888
O -2.61623 0.44426 -0.38281
C -2.18452 0.64687 1.13020
C -3.29752 0.13174 1.87986
H -4.15951 0.29496 1.41138
H -3.33354 0.78559 2.74709
S -3.33532 -1.54324 2.03911
C -1.64400 -1.83620 1.63914
H -1.07724 -2.44971 2.13272
C -0.98542 -0.30984 1.37765
N 0.18553 -0.26279 0.96596
C 1.12469 0.48994 1.02002
O 1.03294 1.40057 2.07855
C 2.44918 0.42895 0.23165
C 3.56028 0.91746 0.92367
C 4.76239 0.93691 0.03160
C 4.51468 0.65752 -1.43087
C 3.49354 0.09830 -1.95042
C 2.32579 0.26093 -1.13215
H 1.50141 -0.27383 -1.70241
H 3.40199 -0.13618 -3.05295
H 5.63028 0.49403 -2.01252
H 5.55009 1.56574 0.24959
H 3.48246 1.26413 1.78622
H 0.26587 -0.89623 0.10580
H -0.91017 -0.02666 2.34812
H -1.46337 -2.44150 0.64663
H -1.86691 1.46529 1.13903
H -3.39152 0.89938 -2.76779
H -3.83691 -0.70629 -2.55854
H -2.43825 -0.43343 -3.54039

---

41
Properties=species:S:1:pos:R:3 method="wB97M-V/def2-TZVPD" charge=-1 gap_ha="0.1891 / 0.1832" spin_multiplicity=1 e_above_lowest_kcal_mol=60.08 e_homo_ev="-2.35 / -2.15" e_tot_ev=-25826.135 largest_force_ev_per_a=5.04
C 0.98437 -1.49094 -3.79507
C -0.40689 -1.39064 -4.01879
C -1.07798 -2.02380 -2.95708
C -0.10596 -2.51013 -2.06563
C 1.16665 -2.21977 -2.58953
Tl 0.12245 0.23348 -1.96078
C -1.91374 1.98206 -3.02852
C -0.57052 1.97361 -3.24323
C 0.40170 2.49093 -4.04530
N 1.64416 0.13149 -0.45431
H -2.13181 -2.04570 -2.79747
H -0.86474 -0.85071 -4.80327
H -0.29555 -2.95363 -1.11855
H 2.08857 -2.44529 -2.13536
H 1.74777 -1.11584 -4.41254
H -2.58645 1.28225 -3.52729
H 1.92866 1.06628 -0.81740
H -2.43014 2.68293 -2.36477
H 0.07020 3.24080 -4.76929
H 1.46279 2.22214 -3.99688
C -1.59108 1.17565 3.20539
C -0.20437 0.91021 2.64223
C 0.86801 1.62248 3.47984
O -0.29998 1.48305 1.30948
B 0.34809 0.54377 0.46046
O -0.23111 -0.70022 0.96504
C 0.11138 -0.63577 2.34826
C 1.57213 -1.08974 2.38407
C -0.66777 -1.56879 3.24765
H -1.60129 0.82705 4.23441
H -2.36647 0.63005 2.64083
H -1.80754 2.24971 3.17301
H 0.72035 2.71932 3.48420
H 0.75274 1.19622 4.49846
H 1.90316 1.45221 3.12559
H 1.92609 -0.89896 3.39875
H 1.59088 -2.17407 2.18206
H 2.22750 -0.59438 1.63102
H -1.75320 -1.39941 3.27702
H -0.52745 -2.62334 2.97996
H -0.20362 -1.38454 4.23331

---

58
Properties=species:S:1:pos:R:3 method="wB97M-V/def2-TZVPD" charge=+1 gap_ha="0.1893 / 0.1276" spin_multiplicity=5 e_above_lowest_kcal_mol=0.00 e_homo_ev="-7.70 / -9.82" e_tot_ev=-70300.305 largest_force_ev_per_a=8.59
C 5.29622 2.46117 -0.99945
O 4.77456 2.12070 -2.29196
C 3.38772 2.16570 -2.50013
C 2.59974 1.02435 -2.20192
C 1.11875 1.07472 -2.17795
C 0.71335 2.03488 -3.24328
C 1.50334 3.11677 -3.62904
C 2.86084 3.19673 -3.31070
Fe 2.40494 1.24913 -4.26886
C 1.70220 -0.32088 -4.57529
O 1.27300 -1.39286 -4.73611
C 3.99746 0.69962 -4.75808
O 5.02581 0.28922 -5.14249
C 2.05157 1.76967 -5.91325
O 1.84702 2.21375 -6.98211
H 6.36165 2.23921 -1.09848
H 5.13449 3.53626 -0.79733
H 4.82511 1.83970 -0.21277
H 3.09493 0.19694 -1.67271
H 0.67742 0.06673 -2.33922
H 0.72129 1.34883 -1.16746
H -0.33049 1.97156 -3.59656
H 1.07187 3.91533 -4.23662
H 3.54064 3.96604 -3.72121
C -2.22661 1.34344 5.26037
N -2.41312 0.69307 3.97410
C -3.21063 1.49984 3.07124
C -1.88852 -0.44407 3.44398
N -2.28735 -0.63266 2.17375
C -1.87916 -1.82180 1.56127
C -2.21145 -2.15392 0.16074
C -1.27031 -1.86129 -0.83993
C -1.56570 -2.19170 -2.15772
C -2.75768 -2.88649 -2.40299
C -3.61388 -3.32222 -1.38015
C -3.29474 -2.99345 -0.06951
N -1.04026 -1.28439 4.14373
C -0.88581 -1.40539 5.59571
C -0.24696 -2.42625 3.59515
H -1.79580 0.69362 6.00930
H -1.61350 2.24307 5.12538
H -3.22064 1.67423 5.58150
H -3.28876 0.98800 2.10586
H -4.21324 1.64945 3.49265
H -2.74010 2.48298 2.92885
H -0.79343 -1.73279 1.45475
H -2.10128 -2.69728 2.16993
H -0.33671 -1.37263 -0.55429
H -0.88408 -1.87582 -2.94595
H -3.02366 -3.09886 -3.42373
H -4.53209 -3.87780 -1.56937
H -3.85531 -3.33924 0.80821
H -1.24778 -0.55976 6.14428
H -1.37037 -2.32444 5.92762
H 0.18149 -1.53551 5.75919
H -0.13741 -2.49566 2.51570
H 0.79795 -2.34187 3.95737
H -0.68652 -3.37567 3.95601

---

85
Properties=species:S:1:pos:R:3 method="wB97M-V/def2-TZVPD" charge=+4 gap_ha="0.2765 / 0.1472" spin_multiplicity=5 e_above_lowest_kcal_mol=4.58 e_homo_ev="-18.02 / -18.51" e_tot_ev=-60110.029 largest_force_ev_per_a=1.95
Pd -0.28745 -0.56749 0.18166
N -0.40478 1.86883 0.38499
C -1.69058 2.30962 0.75742
C -2.18371 3.53711 0.31357
C -3.43209 3.97548 0.71724
C -4.22041 3.17556 1.54172
C -3.76263 1.92807 1.95314
C -2.49833 1.48976 1.57897
P -1.85417 -0.15544 2.01376
C -3.24107 -1.11860 2.68456
C -4.18061 -1.67697 1.80972
C -5.28314 -2.34754 2.31681
C -5.44646 -2.47791 3.69073
C -4.51684 -1.91913 4.55860
C -3.39921 -1.26013 4.06416
C -0.64199 0.06870 3.35375
C -0.47245 1.26667 4.04692
C 0.43557 1.32251 5.09340
C 1.19845 0.21070 5.42477
C 1.04967 -0.97527 4.71440
C 0.13097 -1.05010 3.68462
H 0.01328 2.50989 -0.28819
H 0.23243 1.74740 1.17576
H -1.57193 4.16690 -0.31779
H -3.78547 4.94826 0.40589
H -5.19213 3.52086 1.85633
H -4.39090 1.30454 2.57297
H -4.05009 -1.56722 0.74056
H -6.01854 -2.76739 1.64813
H -6.30107 -3.00632 4.08637
H -4.66817 -1.97602 5.62675
H -2.68126 -0.82354 4.74163
H -1.07128 2.13304 3.80224
H 0.52788 2.23285 5.66653
H 1.89165 0.26467 6.25014
H 1.62482 -1.84755 4.98778
H -0.01809 -1.97962 3.14228
N -4.12442 0.15549 -4.92752
C -3.28714 -0.00657 -3.91312
C -3.36205 -1.13376 -3.05418
C -2.48846 -1.24437 -2.00096
N -1.54416 -0.33301 -1.72552
C -1.43185 0.72116 -2.54637
C -2.26340 0.93189 -3.62119
H -4.81830 -0.54469 -5.15518
H -4.07158 0.96222 -5.53783
H -4.10559 -1.89571 -3.22998
H -2.52983 -2.10953 -1.35207
H -0.62603 1.41637 -2.34722
H -2.13020 1.79972 -4.24769
C 4.17636 1.27325 3.78090
N 3.39327 1.21517 2.57799
C 2.95621 2.49441 2.08683
C 2.90355 0.08398 1.96263
O 1.85042 0.16301 1.30161
N 3.59285 -1.08439 2.07107
C 3.00913 -2.28136 1.52387
C 4.94124 -1.25844 2.54599
H 3.86155 2.14405 4.36043
H 5.24449 1.41856 3.57788
H 4.04874 0.38282 4.39037
H 3.80258 3.18790 2.09807
H 2.17613 2.92384 2.72846
H 2.58642 2.40066 1.06755
H 1.96510 -2.10793 1.26173
H 3.08050 -3.08721 2.25572
H 3.56835 -2.59368 0.63882
H 5.57707 -0.40806 2.30228
H 5.36703 -2.14616 2.08059
H 4.97657 -1.42980 3.62492
C -0.67075 -6.46276 0.10783
C -0.27065 -5.09020 -0.20592
C 0.57968 -4.61073 -1.20911
C 0.61299 -3.22358 -1.06247
N -0.15718 -2.86395 -0.02520
N -0.69274 -4.00071 0.47465
C 1.36554 -2.20836 -1.84752
H -0.07795 -7.17223 -0.46281
H -1.72056 -6.63586 -0.13987
H -0.57036 -6.68327 1.17073
H 1.09993 -5.19669 -1.93963
H -1.32383 -3.99218 1.26398
H 2.43822 -2.37486 -1.75809
H 1.13004 -1.18431 -1.48927
H 1.11774 -2.29190 -2.90657

---

72
Properties=species:S:1:pos:R:3 method="wB97M-V/def2-TZVPD" charge=-1 gap_ha=0.2231 spin_multiplicity=1 e_above_lowest_kcal_mol=42.26 e_homo_ev=-4.45 e_tot_ev=-172268.127 largest_force_ev_per_a=1.62
K -1.11130 -0.51460 0.75220
Cl 4.93280 0.00350 5.39780
C 3.75360 0.01820 4.12650
C 2.40110 0.04090 4.42720
C 1.50190 0.05050 3.38640
Cl -0.19300 0.05290 3.71140
C 1.85020 0.04090 2.00190
O 0.99870 0.05810 1.08460
C 3.26370 0.01190 1.79740
Cl 3.80870 -0.01970 0.15790
C 4.18930 -0.00110 2.81170
H 2.05610 0.04120 5.44970
H 5.24450 -0.02890 2.59010
Br 1.28940 -7.63310 0.26650
C 1.28690 -5.73600 0.02450
C 2.50250 -5.08590 -0.07490
C 2.50220 -3.71340 -0.26510
C 1.30750 -3.02270 -0.37150
C 0.09700 -3.69490 -0.26410
C 0.08320 -5.06520 -0.04950
C -1.19840 -2.89620 -0.25160
O -1.70100 -2.73920 0.86760
O -1.61220 -2.43300 -1.33020
H 3.42870 -5.63740 -0.00340
H 3.44210 -3.18320 -0.33010
H 1.30680 -1.95370 -0.52290
H -0.85640 -5.58680 0.05830
C -0.90670 3.60770 4.21130
O -2.01070 3.76520 3.34760
C -2.82970 2.68370 3.13460
C -3.01260 1.62210 4.00260
C -3.93000 0.62740 3.69060
C -4.67080 0.68720 2.52530
C -4.47880 1.73070 1.63640
C -3.54770 2.71760 1.92600
N -3.31080 3.80450 1.09030
C -3.27730 3.88630 -0.24520
C -3.24650 2.92130 -1.23290
C -3.39520 3.38960 -2.57450
C -3.40620 2.54590 -3.63210
C -3.26840 1.14810 -3.42310
C -3.07390 0.64610 -2.18230
C -2.97740 1.49390 -1.01770
O -2.65800 1.04450 0.09200
H -1.20730 3.25050 5.19740
H -0.47160 4.60030 4.31040
H -0.17280 2.92180 3.78110
H -2.43440 1.55230 4.91040
H -4.06370 -0.19280 4.37940
H -5.38650 -0.08490 2.29210
H -5.06400 1.79830 0.73150
H -2.95800 4.60920 1.59470
H -3.29290 4.91940 -0.59040
H -3.51870 4.45730 -2.71770
H -3.52900 2.92660 -4.63520
H -3.32140 0.49810 -4.28510
H -2.93520 -0.41000 -2.00510
C -1.08490 -1.56240 -5.31010
C -0.39150 -0.58740 -4.42640
C 0.29870 0.56030 -4.75750
C 0.72850 1.09520 -3.53060
N 0.32300 0.32620 -2.53560
N -0.34190 -0.68860 -3.08330
C 1.53820 2.32450 -3.30720
H -1.07610 -1.19210 -6.33380
H -2.11750 -1.70340 -4.99490
H -0.59200 -2.53420 -5.28380
H 0.46850 0.95410 -5.73990
H -0.74930 -1.41030 -2.47880
H 2.31860 2.40470 -4.06360
H 1.98550 2.28010 -2.31880
H 0.90600 3.21110 -3.36730